C20H41CrN2O7PS2SeSi | ωB97M-V/def2-TZVPD

Geometry as XYZ:
```
76
Properties=species:S:1:pos:R:3:forces:R:3
Cr -0.177 0.361 -0.472 0.117 0.049 -0.108
O -4.049 0.954 0.497 -0.016 0.001 -0.012
C -2.836 1.023 0.512 0.028 -0.019 -0.002
O -2.056 0.131 -0.039 -0.094 -0.038 0.011
C -2.136 2.159 1.255 0.027 0.002 -0.004
C -1.032 1.576 2.149 0.003 0.011 -0.026
C -0.543 2.586 3.177 0.005 -0.001 -0.012
C 0.270 3.569 2.298 -0.007 -0.026 0.023
C 0.105 2.958 0.914 -0.024 -0.042 -0.010
O 0.083 1.532 1.210 0.032 0.088 0.095
C -1.317 3.169 0.371 -0.002 -0.013 0.014
C -1.335 2.913 -1.134 0.000 0.016 0.016
O -1.893 3.672 -1.895 0.014 -0.008 -0.012
O -0.651 1.862 -1.533 -0.009 -0.032 0.024
H -2.897 2.682 1.830 -0.001 0.003 0.006
H -1.198 0.576 2.539 0.005 0.001 0.000
H -1.380 3.058 3.690 0.008 0.001 0.018
H 0.086 2.074 3.904 0.007 -0.003 -0.003
H -0.102 4.593 2.328 -0.008 -0.005 -0.002
H 1.320 3.570 2.583 0.033 0.010 0.011
H 0.904 3.152 0.203 0.009 -0.001 0.006
H -1.669 4.186 0.526 -0.001 0.007 -0.007
N 0.158 -1.440 0.530 -0.153 -0.089 0.031
C -0.857 -2.503 0.358 0.022 0.003 0.004
C -0.954 -2.970 -1.086 0.025 -0.004 -0.009
C -1.465 -1.916 -2.057 0.010 0.027 -0.016
N -0.502 -0.801 -2.183 -0.015 -0.006 -0.042
H 1.066 -1.791 0.223 -0.003 0.030 -0.042
H 0.281 -1.272 1.545 0.238 0.159 -0.054
H -1.813 -2.101 0.689 -0.005 -0.012 0.003
H -0.597 -3.347 1.001 0.013 0.004 0.003
H -1.630 -3.828 -1.125 -0.016 0.011 0.008
H 0.027 -3.323 -1.421 -0.005 -0.014 0.000
H -2.407 -1.500 -1.705 -0.007 -0.008 0.004
H -1.628 -2.375 -3.036 0.005 -0.003 -0.006
H -0.856 -0.105 -2.835 0.007 -0.003 -0.001
H 0.371 -1.160 -2.573 -0.010 -0.013 0.020
C 3.282 -0.043 6.181 -0.014 -0.011 0.004
Si 3.050 -0.201 4.313 0.074 0.049 -0.110
C 3.394 1.515 3.592 0.006 -0.010 -0.017
C 4.454 -1.301 3.690 0.005 -0.008 0.024
Se 1.052 -0.970 3.787 -0.193 -0.089 0.126
H 4.261 0.380 6.428 -0.006 -0.005 -0.001
H 3.197 -1.022 6.657 -0.001 0.004 -0.001
H 2.508 0.599 6.606 0.006 0.002 0.000
H 4.406 1.862 3.827 -0.005 -0.013 -0.003
H 2.685 2.244 3.989 -0.014 0.012 0.002
H 3.280 1.486 2.504 -0.019 0.015 0.005
H 5.421 -0.995 4.103 -0.009 0.005 -0.014
H 4.515 -1.252 2.601 -0.010 -0.013 -0.023
H 4.271 -2.342 3.964 0.012 0.007 0.009
C 2.404 2.753 -3.282 0.003 -0.004 0.005
C 2.408 1.571 -4.232 -0.013 -0.026 0.015
C 3.632 1.537 -5.129 0.002 -0.016 0.004
O 2.246 0.282 -3.582 0.007 0.020 0.032
P 2.910 -0.294 -2.248 -0.032 0.025 -0.081
S 2.640 -2.226 -2.269 -0.013 -0.026 0.012
S 2.185 0.678 -0.624 -0.024 -0.006 0.030
O 4.426 0.177 -2.441 -0.001 0.029 0.019
C 5.510 0.136 -1.475 -0.008 0.002 0.008
C 5.590 1.461 -0.739 0.019 0.008 0.003
C 5.437 -1.051 -0.535 0.021 -0.009 0.005
H 2.436 3.667 -3.880 -0.005 -0.007 0.008
H 3.274 2.739 -2.625 0.003 -0.006 0.001
H 1.501 2.764 -2.674 -0.009 -0.011 0.007
H 1.513 1.629 -4.854 -0.003 -0.008 -0.005
H 4.545 1.552 -4.536 0.006 -0.008 0.003
H 3.624 2.406 -5.790 -0.002 0.002 0.009
H 3.628 0.633 -5.739 -0.001 0.008 -0.004
H 6.392 0.031 -2.110 -0.005 -0.004 -0.023
H 4.773 1.565 -0.026 0.000 0.001 -0.013
H 5.550 2.293 -1.444 0.008 -0.006 0.000
H 6.535 1.515 -0.196 -0.009 -0.001 0.012
H 4.565 -0.987 0.115 -0.014 0.001 0.011
H 6.330 -1.052 0.094 -0.001 0.005 0.003
H 5.388 -1.989 -1.085 0.005 0.006 0.006
```
Positions in Å, forces in eV/Å.

Summary:
E_HOMO (alpha / beta)	-4.2787 / -4.2786	eV
DFT total energy	-171332.9713	eV
HOMO-LUMO gap (alpha / beta)	6.0 / 6.6	eV
net charge	-1
molecular weight	675.71	g/mol
spin multiplicity	2